Formula: C66H176B2F8N11O22
Source: OMol25
Level of theory: ωB97M-V/def2-TZVPD

Positions of all 285 atoms, in Å:
1 C 0.13014 -0.52495 5.06606
2 O 1.18986 -1.51850 5.05758
3 C 2.40681 -1.09514 4.34754
4 C 3.57492 -1.79227 5.08886
5 N 4.07076 -1.13744 6.42362
6 H 4.74323 -1.78320 6.81207
7 H 4.66286 -0.35876 6.17232
8 C 2.97366 -0.61243 7.41878
9 C 3.75269 -0.25502 8.65700
10 O 5.02924 0.44364 8.41434
11 C 5.39837 1.54785 9.21267
12 H -0.09698 -0.24527 4.03733
13 H 0.28233 0.31162 5.74802
14 H -0.78446 -0.94170 5.48789
15 H 2.62106 -0.02755 4.29807
16 H 2.51738 -1.47840 3.33317
17 H 4.50164 -1.97700 4.54558
18 H 3.27723 -2.75651 5.50083
19 H 2.31252 -1.47759 7.46856
20 H 2.32130 0.18598 7.06515
21 H 4.11516 -1.16364 9.13773
22 H 3.24246 0.19254 9.50992
23 H 4.56704 2.24451 9.32066
24 H 6.18660 2.08964 8.68992
25 H 5.66998 1.29505 10.23757
26 C 4.66239 -12.33536 1.84515
27 O 4.32662 -10.94316 1.57636
28 C 3.66375 -10.68996 0.33521
29 C 4.13243 -9.45231 -0.36348
30 N 3.05596 -8.90128 -1.33168
31 H 2.43862 -9.57768 -1.75770
32 H 2.35963 -8.64133 -0.64782
33 C 3.48185 -7.72001 -2.23017
34 C 2.27561 -7.11600 -2.96216
35 O 1.43899 -6.32912 -2.09594
36 C 1.27778 -4.94817 -2.41698
37 H 3.77206 -12.95828 1.93111
38 H 5.23001 -12.56957 2.74573
39 H 5.20370 -12.80023 1.02114
40 H 2.60235 -10.54992 0.53998
41 H 3.71515 -11.46149 -0.43303
42 H 4.90347 -9.67192 -1.10197
43 H 4.20084 -8.55928 0.25774
44 H 4.18799 -8.26718 -2.85472
45 H 4.06518 -7.04597 -1.60288
46 H 1.66205 -7.79457 -3.55478
47 H 2.74372 -6.38335 -3.61956
48 H 0.59187 -4.39187 -1.77811
49 H 0.80981 -4.74891 -3.38103
50 H 2.22723 -4.41297 -2.43135
51 C -3.12936 2.22451 1.51040
52 O -4.50223 2.56292 1.25786
53 C -5.09328 3.45626 2.13085
54 C -5.43537 2.86174 3.55511
55 N -6.27600 1.57341 3.45779
56 H -7.09701 1.80912 2.91883
57 H -5.86676 0.86453 2.86609
58 C -6.59954 0.88897 4.86870
59 C -5.34498 0.37909 5.57447
60 O -4.52489 1.34585 6.24011
61 C -3.37011 0.79556 6.95114
62 H -3.09023 1.15577 1.72098
63 H -2.56655 2.76150 2.27395
64 H -2.62898 2.45222 0.56920
65 H -6.01349 3.82180 1.67512
66 H -4.45970 4.33935 2.21359
67 H -6.11463 3.58997 3.99828
68 H -4.49868 2.63205 4.06300
69 H -7.21220 0.03229 4.58792
70 H -7.32634 1.45709 5.44930
71 H -4.78177 -0.17490 4.82347
72 H -5.82623 -0.34273 6.23436
73 H -2.76346 0.47559 6.10397
74 H -3.62625 0.02226 7.67535
75 H -2.95399 1.62016 7.52990
76 C 1.00108 2.29215 2.83766
77 O 1.40572 2.78016 4.16459
78 C 1.22487 4.20405 4.38174
79 C 2.36230 4.83526 3.66793
80 N 3.68482 4.15081 4.23689
81 H 3.53143 3.15597 4.15417
82 H 4.39664 4.33165 3.54355
83 C 4.30088 4.70051 5.53870
84 C 5.18231 3.56112 6.11130
85 O 6.11419 3.09309 5.13323
86 C 7.19696 2.33869 5.62313
87 H 0.99735 1.20754 2.72938
88 H 1.43381 2.71944 1.93308
89 H -0.05221 2.47074 2.62139
90 H 1.19912 4.39877 5.45390
91 H 0.27520 4.52460 3.95342
92 H 2.44805 5.92184 3.67622
93 H 2.26493 4.56867 2.61553
94 H 3.47141 5.19370 6.04549
95 H 4.91540 5.56666 5.29324
96 H 4.64593 2.67852 6.45977
97 H 5.69223 4.00932 6.96406
98 H 7.61727 1.74251 4.81317
99 H 6.97311 1.68114 6.46314
100 H 7.76108 3.14236 6.09639
101 C -1.82319 -6.56325 7.39730
102 O -0.60640 -5.86140 7.40822
103 C 0.56583 -6.63821 7.12703
104 C 0.53984 -7.28920 5.65390
105 N 0.23439 -6.23482 4.67501
106 H 0.40281 -6.68796 3.78823
107 H -0.75356 -6.05815 4.78837
108 C 0.86783 -4.84594 4.68143
109 C 0.34301 -4.07424 3.49227
110 O -1.09212 -4.12264 3.59075
111 C -1.83568 -3.91125 2.41303
112 H -1.93350 -7.28502 6.58800
113 H -2.51084 -5.72179 7.48217
114 H -1.84468 -7.09229 8.35006
115 H 0.65313 -7.35340 7.94495
116 H 1.27037 -5.83073 7.32620
117 H -0.26757 -8.02145 5.65342
118 H 1.51110 -7.69919 5.37702
119 H 1.94557 -4.99402 4.61324
120 H 0.44794 -4.58450 5.65274
121 H 0.77727 -4.49449 2.58512
122 H 0.70049 -3.04489 3.51909
123 H -1.72370 -4.78339 1.76888
124 H -1.46694 -2.98307 1.97643
125 H -2.85682 -3.67086 2.70900
126 C -2.71218 6.21580 1.86806
127 O -1.79844 7.22310 1.54710
128 C -0.40822 6.79711 1.62156
129 C 0.33462 7.94248 0.87924
130 N 0.66269 9.20205 1.84615
131 H 1.00409 8.84559 2.72733
132 H 1.45780 9.77604 1.60442
133 C -0.44225 10.16708 2.06643
134 C -0.13766 11.37750 3.07930
135 O 0.75155 12.23232 2.43694
136 C 1.07946 13.34817 3.24972
137 H -3.74263 6.53335 1.70860
138 H -2.64118 6.16001 2.95431
139 H -2.43485 5.23695 1.47683
140 H -0.09801 5.79981 1.30969
141 H -0.02275 6.91952 2.63374
142 H -0.15073 8.23300 -0.05250
143 H 1.33654 7.63745 0.57722
144 H -1.29548 9.56715 2.38295
145 H -0.59823 10.63943 1.09656
146 H 0.29392 10.98708 4.00093
147 H -1.09837 11.75204 3.43265
148 H 1.38486 13.07330 4.25931
149 H 0.18369 13.92948 3.46831
150 H 1.84399 13.95390 2.76322
151 C 1.21004 -4.68285 -11.79269
152 O 0.56087 -5.53983 -10.93468
153 C 1.45486 -6.17059 -10.03350
154 C 1.52507 -5.21471 -8.78415
155 N 0.21993 -4.46202 -8.52140
156 H 0.35916 -3.59973 -8.01426
157 H -0.17824 -4.11466 -9.38215
158 C -0.93287 -5.34815 -7.87738
159 C -2.19162 -4.49438 -7.47998
160 O -1.96802 -4.02283 -6.12839
161 C -3.05973 -3.33924 -5.50543
162 H 0.51901 -3.98007 -12.25819
163 H 1.86789 -5.10924 -12.55000
164 H 1.95661 -4.08082 -11.27472
165 H 2.46389 -6.38932 -10.38293
166 H 1.00066 -7.07490 -9.62850
167 H 2.13432 -4.34105 -9.01572
168 H 1.86759 -5.63448 -7.83832
169 H -0.53205 -5.86327 -7.00440
170 H -1.10142 -6.07850 -8.66875
171 H -3.12566 -5.04691 -7.58196
172 H -2.45233 -3.67179 -8.14592
173 H -3.05098 -2.33292 -5.92416
174 H -3.01084 -3.16666 -4.43029
175 H -4.01082 -3.83019 -5.71152
176 C 4.28468 -3.84080 1.01657
177 O 4.44177 -2.73753 0.18995
178 C 3.32573 -2.00187 -0.09638
179 C 3.67373 -0.72864 -0.95052
180 N 4.80999 0.05165 -0.24892
181 H 5.05605 -0.39997 0.62033
182 H 5.61215 -0.08640 -0.84691
183 C 4.58249 1.59580 -0.08742
184 C 3.73412 2.33867 -1.08488
185 O 3.92054 1.75807 -2.41716
186 C 2.90863 2.17636 -3.32082
187 H 5.27620 -4.29355 1.01397
188 H 3.50845 -4.57762 0.81009
189 H 4.18757 -3.56756 2.06730
190 H 2.79435 -1.69863 0.80572
191 H 2.58729 -2.58616 -0.64540
192 H 2.70835 -0.23701 -1.07068
193 H 4.15003 -1.07682 -1.86703
194 H 5.39272 2.28465 0.15156
195 H 3.95784 1.63753 0.80486
196 H 4.18894 3.32893 -1.11041
197 H 2.71829 2.40722 -0.69565
198 H 3.01338 1.69358 -4.29243
199 H 2.84507 3.26213 -3.39275
200 H 1.95326 1.84472 -2.91414
201 C 0.45146 -1.82321 -3.76544
202 O 0.60779 -0.82320 -4.70685
203 C -0.53573 -0.80402 -5.55714
204 C -0.25365 0.36788 -6.50277
205 N 1.05607 0.15078 -7.34296
206 H 1.64944 -0.42676 -6.76462
207 H 0.94221 -0.35389 -8.21039
208 C 1.79810 1.42513 -7.73491
209 C 0.97501 2.23963 -8.75398
210 O 0.62698 1.51205 -9.89674
211 C -0.28151 2.12392 -10.84666
212 H -0.02743 -2.74989 -4.08170
213 H -0.30411 -1.42622 -3.08751
214 H 1.34464 -1.98485 -3.16195
215 H -1.46580 -0.71334 -4.99602
216 H -0.68941 -1.79294 -5.98902
217 H -0.12899 1.28343 -5.92454
218 H -1.04489 0.51786 -7.23733
219 H 2.67878 1.08064 -8.27695
220 H 2.16356 1.92470 -6.83772
221 H 1.79231 2.90144 -9.04057
222 H 0.21490 2.86602 -8.28710
223 H 0.10212 3.00391 -11.36293
224 H -1.14922 2.37784 -10.23782
225 H -0.50939 1.47333 -11.69099
226 C -2.38917 -4.12346 -1.56995
227 O -3.51531 -3.36206 -2.11132
228 C -4.86436 -3.72348 -1.77835
229 C -5.69464 -2.50530 -1.58964
230 N -4.84371 -1.26625 -1.20809
231 H -4.57989 -1.35267 -0.23699
232 H -4.05191 -1.23212 -1.83418
233 C -5.43457 0.15851 -1.29025
234 C -6.10368 0.48326 -2.72720
235 O -5.12159 0.25842 -3.70486
236 C -5.65289 0.40363 -5.00944
237 H -2.52525 -3.72934 -0.56285
238 H -1.42425 -3.76773 -1.93118
239 H -2.36123 -5.20725 -1.68273
240 H -5.06080 -4.30222 -0.87581
241 H -5.32954 -4.34201 -2.54590
242 H -6.51372 -2.61785 -0.87934
243 H -6.11556 -2.15044 -2.53038
244 H -4.58998 0.81548 -1.08250
245 H -6.15078 0.16978 -0.46866
246 H -6.49918 1.49885 -2.74288
247 H -6.83849 -0.32056 -2.77213
248 H -6.59816 -0.12664 -5.12506
249 H -4.88115 -0.01647 -5.65445
250 H -5.72446 1.47530 -5.19519
251 C -3.44701 9.09142 -5.34551
252 O -2.86031 8.03369 -4.58442
253 C -3.49620 7.93901 -3.30421
254 C -3.00552 6.76777 -2.53362
255 N -3.37077 5.38984 -3.15686
256 H -4.38006 5.39697 -3.19394
257 H -3.04874 5.31670 -4.11135
258 C -2.79534 4.13369 -2.47524
259 C -1.25391 4.02718 -2.39844
260 O -0.78692 5.16740 -1.73175
261 C 0.57796 5.34647 -1.87927
262 H -3.01142 9.15165 -6.34287
263 H -3.13590 10.04983 -4.92987
264 H -4.52065 9.19879 -5.50001
265 H -4.57287 7.81080 -3.41577
266 H -3.29129 8.81181 -2.68427
267 H -3.52870 6.72930 -1.57815
268 H -1.95762 6.93328 -2.28344
269 H -3.13598 3.38150 -3.18678
270 H -3.35959 4.12175 -1.54274
271 H -0.83236 3.79758 -3.37705
272 H -1.00342 3.12351 -1.84280
273 H 0.83465 5.56503 -2.91582
274 H 1.24774 4.53445 -1.59620
275 H 0.96177 6.18102 -1.29248
276 B -0.50809 0.35698 -0.59533
277 F -1.74463 0.36541 -1.21432
278 F -0.57752 0.92775 0.67988
279 F -0.13459 -0.96529 -0.45315
280 F 0.42750 0.86634 -1.38003
281 B -5.09582 -1.29164 2.18706
282 F -5.59336 -0.12856 1.59663
283 F -5.87241 -1.66214 3.22237
284 F -5.16779 -2.34225 1.31368
285 F -3.80029 -1.02509 2.67949

As for the charge: +9. For the LUMO energy, the calculation gives -15.19 eV. Its HOMO-LUMO gap is 0.2537 Eh.